Computed, not measured: 7 unconnected molecules or ions with the total composition C31H58FNO9, with ωB97M-V/def2-TZVPD.

Values from the calculation:
Highest occupied orbital energy (spin up / spin down) = -3.578 / -3.575 eV
2S+1 = 2
⟨S²⟩ = 0.754
LUMO energy (spin up / spin down) = 1.5 / 1.5 eV
Total charge = -1
Orbital gap (spin up / spin down) = 5.10 / 5.10 eV

XYZ file:
```
100
Properties=species:S:1:pos:R:3:mulliken_spin:R:1
C -0.2507 -3.0510 0.8055 0.0000
C -1.7746 -3.3617 0.6354 -0.0011
F -2.0800 -4.2952 1.6941 0.0000
C -2.1438 -4.0797 -0.6935 0.0057
C -2.8948 -3.1505 -1.7422 -0.0203
C -3.3166 -4.1539 -2.8921 0.0036
O -4.0687 -5.1020 -2.5835 0.0004
O -2.9173 -4.0138 -4.0727 0.0001
C -4.2318 -2.6111 -1.1044 0.0302
C -4.4432 -1.0583 -1.0225 0.0264
C -5.9459 -0.8062 -1.4547 -0.0097
C -4.4049 -0.5583 0.4860 0.0089
N -3.6262 -0.2367 -1.9374 0.3625
O -4.1345 -0.1116 -3.1150 0.5627
C -2.1880 -0.5678 -1.9548 -0.0483
C -1.3746 -0.0914 -0.7006 0.0630
C -1.5758 0.2416 -3.1737 -0.0186
C -1.8499 -2.0869 -2.2271 0.0512
H -0.1218 -2.0147 1.1837 0.0001
H 0.2929 -3.1438 -0.1577 -0.0001
H 0.1901 -3.7777 1.5126 -0.0001
H -2.4108 -2.4824 0.8331 -0.0003
H -2.7895 -4.9505 -0.4630 0.0003
H -1.2019 -4.3861 -1.1979 -0.0017
H -4.3228 -3.0693 -0.0938 -0.0026
H -5.0823 -3.0375 -1.6755 0.0032
H -6.5730 -1.2660 -0.6570 0.0003
H -6.1653 0.2718 -1.5556 -0.0027
H -6.1957 -1.3613 -2.3794 0.0068
H -3.6987 0.2794 0.6396 -0.0053
H -5.4060 -0.1623 0.7704 0.0016
H -4.2133 -1.3888 1.1949 -0.0001
H -1.3431 1.0179 -0.6903 -0.0343
H -0.3075 -0.4164 -0.8302 0.0013
H -1.7159 -0.5232 0.2589 -0.0008
H -0.4705 0.2349 -3.0793 0.0019
H -1.8228 -0.2347 -4.1376 0.0022
H -1.9037 1.3120 -3.1027 0.0059
H -0.8899 -2.2822 -1.7080 -0.0017
H -1.6057 -2.1799 -3.3058 -0.0016
C 3.3801 -0.0972 -1.4829 0.0000
C 2.3231 -0.9263 -2.1670 -0.0003
O 1.1537 -0.8320 -1.8635 0.0001
C 2.7753 -1.8799 -3.2444 0.0000
H 2.9123 0.5384 -0.7343 0.0000
H 4.1004 -0.7485 -0.9867 0.0000
H 3.8884 0.5363 -2.2126 0.0000
H 3.4704 -2.6109 -2.8267 0.0000
H 3.2560 -1.3264 -4.0534 0.0000
H 1.9104 -2.4077 -3.6460 0.0001
C 5.3280 -0.3553 2.6085 0.0000
C 5.7426 0.6990 1.6143 0.0000
O 4.9715 1.1014 0.7683 0.0000
C 7.1498 1.2301 1.7154 0.0000
H 4.2956 -0.6451 2.4198 0.0000
H 5.9635 -1.2363 2.5046 0.0000
H 5.4003 0.0400 3.6227 0.0000
H 7.8651 0.4186 1.5713 0.0000
H 7.3019 1.6930 2.6851 0.0000
H 7.3083 1.9798 0.9394 0.0000
C 1.6877 -2.3650 6.0704 0.0000
C 3.0474 -1.7675 5.8103 0.0000
O 3.6839 -2.0562 4.8225 0.0000
C 3.5819 -0.7940 6.8326 0.0000
H 1.4301 -3.0434 5.2583 0.0000
H 1.7003 -2.9264 7.0066 0.0000
H 0.9364 -1.5749 6.1187 0.0000
H 3.6773 -1.2866 7.8020 0.0000
H 2.9133 0.0648 6.9142 0.0000
H 4.5651 -0.4444 6.5190 0.0000
C -10.2261 -0.3645 -3.2813 0.0000
C -9.6647 0.5283 -2.2026 0.0001
O -9.2769 0.0770 -1.1510 0.0000
C -9.6063 2.0084 -2.4921 -0.0001
H -10.2073 -1.3983 -2.9393 0.0000
H -11.2592 -0.0840 -3.4972 0.0000
H -9.6197 -0.2830 -4.1851 0.0000
H -10.6121 2.3929 -2.6735 0.0000
H -8.9730 2.1928 -3.3618 0.0000
H -9.1818 2.5271 -1.6334 0.0000
C 9.3134 4.8343 3.8002 0.0000
C 9.6655 3.5290 3.1321 0.0000
O 9.0724 2.5062 3.3938 0.0000
C 10.7865 3.5495 2.1239 0.0000
H 8.4931 4.6726 4.4983 0.0000
H 10.1748 5.2143 4.3523 0.0000
H 8.9984 5.5632 3.0512 0.0000
H 11.7123 3.8735 2.6026 0.0000
H 10.5357 4.2222 1.3018 0.0000
H 10.9309 2.5465 1.7243 0.0000
C 0.4398 4.2094 -2.2096 0.0002
C -1.0216 3.9880 -1.9047 0.0041
O -1.4922 2.8761 -1.8645 0.0064
C -1.8695 5.2115 -1.6527 -0.0002
H 0.9241 3.2463 -2.3682 0.0000
H 0.5449 4.8093 -3.1158 0.0000
H 0.9241 4.7121 -1.3700 0.0000
H -1.8661 5.8558 -2.5341 0.0000
H -1.4871 5.7584 -0.7885 0.0000
H -2.8940 4.9034 -1.4475 0.0001
```

---

Computed, not measured: 10 unconnected molecules or ions with the total composition C31H58O16S, with ωB97M-V/def2-TZVPD.

Values from the calculation:
Highest occupied orbital energy = -9.499 eV
LUMO energy = -0.8 eV
Total charge = 0
SMILES string = Cc1c(CCCCS(=O)(=O)O)cc(CCOC=O)c2c1C(=O)c1ccccc1C2=O.CO.CO.CO.CO.CO.CO.CO.CO.CO
Orbital gap = 8.65 eV

XYZ file:
```
106
Properties=species:S:1:pos:R:3:mulliken_charge:R:1
C -0.6775 -2.2272 4.4770 -1.5921
C 0.4740 -1.2505 4.4516 0.5559
C 0.3578 0.0077 3.8493 0.1586
C -0.8874 0.5015 3.1431 -1.1838
C -1.5347 1.7197 3.8392 -0.1760
C -2.6793 1.4306 4.8181 -0.7440
C -3.7293 0.4729 4.2594 -0.6168
S -5.0955 0.1113 5.3582 1.2211
O -6.2106 0.9217 4.9873 -0.5914
O -5.2237 -1.3136 5.4452 -0.6343
O -4.6357 0.6562 6.7779 -0.4979
C 1.4458 0.8790 3.8650 -0.8224
C 2.6634 0.5716 4.4485 0.2648
C 3.7719 1.5888 4.4344 -1.3608
C 3.7813 2.4498 5.6928 -0.5281
O 2.9986 3.6382 5.4740 -0.3978
C 1.7555 3.6378 5.9656 0.2872
O 0.9337 4.4623 5.6793 -0.5063
C 2.7914 -0.6897 5.0273 1.0108
C 1.7136 -1.5872 5.0224 0.6952
C 1.9696 -2.9297 5.6548 -0.2429
O 1.1621 -3.5249 6.3317 -0.5697
C 3.3414 -3.4748 5.4232 0.5136
C 3.5782 -4.8263 5.2132 -0.7945
C 4.8782 -5.2573 4.9880 -0.5381
C 5.9363 -4.3561 5.0052 -0.5599
C 5.7051 -3.0073 5.2356 -0.7149
C 4.4018 -2.5725 5.4314 0.5181
C 4.0738 -1.1337 5.6477 -0.0706
O 4.7962 -0.3883 6.2775 -0.5773
H -0.6046 -2.9605 3.6740 0.2912
H -0.7065 -2.7453 5.4302 0.4603
H -1.6238 -1.6964 4.3877 0.0873
H -0.5699 0.8195 2.1491 0.1357
H -1.5902 -0.3074 2.9693 0.9532
H -0.7498 2.2198 4.4106 0.0681
H -1.8556 2.4415 3.0866 0.1490
H -3.1844 2.3751 5.0269 0.4597
H -2.2651 1.0557 5.7552 0.3381
H -3.3313 -0.5082 4.0145 0.1996
H -4.1992 0.9051 3.3752 0.4407
H -3.9011 0.1117 7.0975 0.3588
H 1.3308 1.8410 3.3744 0.6159
H 4.7389 1.0917 4.3423 0.4906
H 3.6704 2.2266 3.5559 0.5406
H 4.7877 2.7714 5.9509 0.2968
H 3.3828 1.8915 6.5399 0.4519
H 1.5316 2.8110 6.6604 0.3213
H 2.7577 -5.5315 5.2105 0.4847
H 5.0720 -6.3055 4.8000 0.3984
H 6.9406 -4.7242 4.8434 0.4006
H 6.5245 -2.3006 5.2576 0.4820
C -1.9932 0.9034 -0.8978 -0.4131
O -0.9859 0.1732 -0.1857 -0.3987
H -2.0825 1.8844 -0.4427 0.0875
H -1.7061 1.0179 -1.9463 0.2329
H -2.9605 0.3974 -0.8413 0.3356
H -0.9039 -0.6988 -0.5818 0.2349
C -2.8633 5.0212 0.2648 -0.5203
O -3.1656 3.7868 -0.3838 -0.4668
H -2.3827 4.7775 1.2090 0.1665
H -2.1786 5.6288 -0.3311 0.2818
H -3.7683 5.5973 0.4695 0.2639
H -3.5922 3.9921 -1.2204 0.2618
C -7.7294 3.5360 2.7284 -0.4808
O -8.8460 2.9459 3.3762 -0.5269
H -8.1147 4.2518 2.0059 0.2689
H -7.0869 4.0605 3.4412 0.2288
H -7.1341 2.7840 2.2023 0.2032
H -8.5088 2.3096 4.0150 0.3206
C 0.8250 1.0547 -3.3266 -0.2729
O 1.6577 0.7840 -2.2031 -0.5395
H 1.4225 0.9487 -4.2275 0.1361
H -0.0008 0.3399 -3.3747 0.0885
H 0.4279 2.0729 -3.2822 0.2853
H 1.1174 0.8688 -1.4098 0.3005
C 0.2523 -1.8396 -6.1051 -0.6756
O -0.3560 -0.5474 -6.2075 -0.5122
H 1.3185 -1.7193 -6.2875 0.2746
H 0.0975 -2.2542 -5.1080 0.3387
H -0.1645 -2.5223 -6.8469 0.3127
H -1.2964 -0.6643 -6.0515 0.2634
C 2.0479 0.4085 -8.4544 0.1117
O 3.3423 -0.0281 -8.0158 -0.5471
H 1.7137 -0.2707 -9.2338 -0.1291
H 1.3398 0.3801 -7.6259 0.0696
H 2.0971 1.4204 -8.8596 0.1912
H 3.6356 0.5725 -7.3266 0.3014
C 0.5617 -2.5716 -10.7683 -0.4974
O -0.0714 -1.3027 -10.8830 -0.4718
H 1.6220 -2.4170 -10.9528 0.2505
H 0.4393 -2.9930 -9.7665 0.1387
H 0.1775 -3.2821 -11.5049 0.3162
H -1.0099 -1.4216 -10.7164 0.2771
C 0.4661 -6.2027 -5.2804 -0.5630
O 0.4941 -4.9311 -5.9196 -0.4275
H -0.5395 -6.3418 -4.8918 0.2061
H 0.6850 -7.0114 -5.9822 0.2469
H 1.1734 -6.2500 -4.4485 0.2519
H 1.3797 -4.7955 -6.2682 0.2780
C 0.3665 2.8657 -11.2369 -0.5136
O 0.4967 3.2907 -9.8845 -0.5071
H -0.5752 2.3285 -11.3124 0.1831
H 0.3443 3.7150 -11.9251 0.2822
H 1.1748 2.1889 -11.5255 0.2571
H 1.3278 3.7656 -9.8037 0.2856
```

---

Computed, not measured: a molecular structure, C31H58O17S5, with ωB97M-V/def2-TZVPD.

Values from the calculation:
Highest occupied orbital energy = -8.503 eV
LUMO energy = -0.3 eV
Total charge = 0
Orbital gap = 8.17 eV

XYZ file:
```
111
Properties=species:S:1:pos:R:3:mulliken_charge:R:1
C 0.7224 1.4691 1.2493 0.0531
C 0.1833 2.7314 2.1591 0.2645
C 0.5996 2.8219 3.6923 0.2958
O 0.8550 4.1571 3.8530 -0.3953
C 1.0043 4.7526 2.6406 0.3100
O 1.3812 5.9892 2.4968 -0.6745
O 0.6736 3.8900 1.6431 -0.5166
H 0.1659 0.6771 1.7505 -0.5962
H 1.7819 1.3425 1.4723 0.6892
H 0.4421 1.6315 0.2086 -0.0610
H -0.8902 2.7989 1.9823 -0.3458
H 1.5510 2.3707 3.9740 0.2334
H -0.1739 2.4934 4.3865 0.3294
C 0.8599 -3.5691 -1.5395 -0.1168
C 1.1264 -4.5862 -2.6490 -0.1040
C 0.7074 -6.0278 -2.3647 -0.2834
O 0.6294 -6.3848 -3.7639 -0.3772
C 0.4244 -5.4005 -4.6239 0.6184
O 0.1747 -5.3787 -5.8710 -0.5972
O 0.4496 -4.2937 -3.7894 -0.3054
H 1.1832 -3.9468 -0.5695 0.1758
H -0.2134 -3.3790 -1.5338 0.7610
H 1.3175 -2.6122 -1.7908 -0.1212
H 2.1862 -4.5472 -2.9009 0.4548
H -0.2732 -6.1539 -1.9056 0.3390
H 1.5157 -6.5333 -1.8363 0.3082
C -0.8685 0.5361 -0.1807 0.5177
C -0.7630 -0.9488 -0.5244 0.6302
O -1.5494 -1.8205 -0.1499 -0.8079
C 0.4700 -1.4740 -1.2197 -0.9236
H -0.5867 1.1636 -1.0263 -1.0275
H -0.2573 1.0622 0.5526 -0.2183
H -1.8824 0.7905 0.1279 -1.2773
H 0.5512 -1.0238 -2.2090 1.4596
H 0.4205 -2.5629 -1.2232 -1.2272
H 1.2787 -1.1943 -0.5445 -0.8581
C 2.3929 -1.8003 0.9315 0.4708
C 2.6605 -0.3881 0.6678 -0.6966
C 3.5468 0.2322 1.7620 -0.3117
S 2.6349 -0.4416 3.2517 1.1356
O 1.3807 0.2732 3.3228 -0.4096
O 3.5912 -0.5935 4.3995 -0.8835
C 2.2898 -2.0554 2.5300 -0.4143
H 3.2306 -2.4302 0.6323 0.4019
H 1.5530 -2.1098 0.3095 0.0178
H 1.7843 0.2395 0.5045 -0.4040
H 3.2056 -0.3124 -0.2730 -0.1031
H 3.5104 1.3146 1.8853 0.5723
H 4.5891 -0.0853 1.7911 0.4875
H 1.3579 -2.3669 3.0018 -0.0566
H 2.9898 -2.7481 2.9971 0.4934
C -3.4514 1.3954 0.5271 0.3153
C -3.8126 0.3718 1.6258 -0.9052
C -3.2441 0.9331 2.9776 -0.0965
S -3.2343 2.8568 2.7657 0.8455
O -1.8237 3.2381 2.8727 -0.5804
O -4.2072 3.4950 3.6168 -0.7820
C -3.7836 2.7696 1.0304 -1.2102
H -3.9516 1.2000 -0.4214 1.0641
H -2.3913 1.3673 0.2753 0.2031
H -3.2483 -0.5192 1.3505 -0.0994
H -4.8702 0.1091 1.6482 0.5020
H -2.2152 0.6110 3.1384 -0.1647
H -3.8100 0.6664 3.8702 0.5737
H -3.4898 3.6989 0.5424 0.4845
H -4.8711 2.8430 1.0423 0.4806
C 4.3960 1.4639 -1.4530 -0.0667
C 4.2769 2.6291 -0.5751 -0.6222
C 2.8767 2.4611 0.0371 -0.3378
S 1.7508 2.1780 -1.4632 1.3994
O 1.2488 3.4438 -1.9029 -0.8909
O 0.8091 1.1148 -1.0391 0.6827
C 3.3189 1.4403 -2.4793 -0.8111
H 4.3548 0.5336 -0.8866 0.2312
H 5.3895 1.4155 -1.8988 0.6008
H 4.2483 3.5352 -1.1802 0.3397
H 5.0609 2.5756 0.1803 0.4521
H 2.3978 3.3269 0.4943 0.5052
H 2.9301 1.6192 0.7274 -0.4443
H 3.4062 2.0258 -3.3945 0.4945
H 2.9683 0.4506 -2.7719 0.2662
C -1.9288 2.6748 -4.7588 -0.7049
C -2.5762 2.6684 -3.3231 -0.7837
C -1.8654 1.6964 -2.3904 1.6813
S -1.3353 0.2715 -3.5239 1.2758
O -2.3819 -0.7908 -3.5243 -0.7610
O 0.0455 -0.0548 -3.3593 -0.7190
C -1.5676 1.2492 -5.1155 -0.9063
H -1.2017 3.4858 -4.7996 0.3277
H -2.6304 2.8885 -5.5651 0.3765
H -3.6034 2.3648 -3.5250 0.4231
H -2.7386 3.6694 -2.9235 0.3757
H -2.2028 1.1761 -1.4940 -0.5866
H -0.9222 2.2145 -2.2173 -0.2527
H -2.3657 0.6253 -5.5179 0.4756
H -0.7258 0.9798 -5.7533 0.4428
C -0.3142 -2.2427 1.8362 -0.2916
C -1.3710 -1.0792 2.1081 -0.4744
C -2.5614 -1.6957 2.7755 -0.6844
S -2.6797 -3.5141 2.2840 1.2585
O -3.7096 -3.7450 1.2371 -0.6757
O -2.6300 -4.3056 3.5000 -0.7388
C -1.0586 -3.4277 1.3619 -1.1036
H 0.0748 -2.5794 2.7972 0.3333
H 0.5148 -1.9488 1.1924 -0.8418
H -1.8765 -0.6242 1.2563 0.7124
H -0.9964 -0.2561 2.7166 0.6023
H -3.4715 -1.2225 2.4068 0.2936
H -2.7153 -1.6414 3.8532 0.4190
H -1.3931 -3.1966 0.3506 0.4804
H -0.7554 -4.4573 1.1721 0.7118
```

---

Computed, not measured: 7 unconnected molecules or ions with the total composition C31H60N2O6P2S, with ωB97M-V/def2-TZVPD.

Values from the calculation:
Highest occupied orbital energy = -8.550 eV
LUMO energy = 0.4 eV
Total charge = 0
SMILES string = CP(C)[C@@](C)(C#N)[C@@H](C#N)[PH2]=S.C1CCOC1.C1CCOC1.C1CCOC1.C1CCOC1.C1CCOC1.C1CCOC1
Orbital gap = 8.99 eV

XYZ file:
```
102
Properties=species:S:1:pos:R:3:mulliken_charge:R:1
C 3.7547 2.9885 3.9809 -1.0624
P 2.1766 3.1955 3.0664 0.1653
C 2.3892 4.6831 2.0454 -0.8312
C 1.9642 1.7217 1.8320 2.3040
C 0.6342 1.0397 2.2680 -1.7242
C 1.7672 2.2335 0.4719 -0.9066
N 1.5677 2.5316 -0.6201 -0.6243
C 3.1302 0.6824 1.7499 -0.0372
C 2.6711 -0.5420 1.0866 -0.9409
N 2.1927 -1.3936 0.4821 -0.3329
P 4.6549 1.1525 0.7752 0.3174
S 5.3633 2.9461 0.8959 -0.3582
H 4.1222 1.9626 3.9894 0.2351
H 4.5580 3.6103 3.5910 0.3348
H 3.5593 3.2688 5.0161 0.4256
H 3.4124 4.8932 1.7378 0.3606
H 2.0229 5.5130 2.6523 0.3928
H 1.7475 4.6402 1.1684 0.1268
H -0.2019 1.4667 1.7180 0.3402
H 0.6451 -0.0376 2.1231 0.4529
H 0.4541 1.2451 3.3222 0.4651
H 3.4556 0.4092 2.7568 0.8771
H 5.5345 0.1145 1.1197 0.0009
H 4.2608 0.8173 -0.5274 0.0819
C -0.0668 -1.0055 -2.0959 -0.0888
C -0.8890 -0.4737 -3.2672 -0.7204
C -1.8107 -1.6523 -3.5555 -0.4904
O -2.0316 -2.3036 -2.3026 -0.3788
C -1.1120 -1.8016 -1.3286 0.4861
H 0.3908 -0.2238 -1.4934 -0.0227
H 0.7240 -1.6679 -2.4548 0.2887
H -1.4701 0.3966 -2.9536 0.2151
H -0.2884 -0.1881 -4.1295 0.3949
H -1.3412 -2.3615 -4.2461 0.2724
H -2.7745 -1.3537 -3.9710 0.3013
H -1.6568 -1.1624 -0.6234 0.2525
H -0.6911 -2.6413 -0.7777 -0.5211
C 0.8573 -4.8429 0.3176 0.4344
C -0.2104 -5.5077 1.1821 0.0348
C 0.4337 -6.8541 1.4785 -0.5715
O 1.8472 -6.6259 1.5091 -0.4985
C 2.1377 -5.3319 0.9790 -0.3242
H 0.7934 -3.7574 0.2943 -0.3887
H 0.7933 -5.2134 -0.7087 0.2872
H -0.3511 -4.9440 2.1080 0.3201
H -1.1782 -5.6012 0.6954 -0.1975
H 0.2097 -7.5813 0.6908 0.2997
H 0.1251 -7.2770 2.4352 0.3213
H 2.4317 -4.6675 1.8012 0.0344
H 2.9770 -5.4143 0.2858 0.2873
C 5.4427 -4.1107 2.6406 -0.3874
C 6.7708 -3.5229 3.1152 -0.6771
C 7.2377 -2.7747 1.8739 -0.4250
O 6.0514 -2.3371 1.2008 -0.4537
C 4.9082 -2.9876 1.7647 -0.1204
H 4.7630 -4.3706 3.4504 0.3993
H 5.6164 -5.0061 2.0410 0.2776
H 6.6016 -2.8247 3.9382 0.2562
H 7.4881 -4.2717 3.4468 0.3769
H 7.8005 -3.4311 1.2031 0.2750
H 7.8545 -1.9045 2.1024 0.2899
H 4.3397 -2.2610 2.3591 -0.1130
H 4.2676 -3.3394 0.9561 0.2584
C -2.7367 6.1409 1.0714 -0.6531
C -2.7127 5.1099 -0.0555 -0.0737
C -1.2194 4.9749 -0.3129 -0.3421
O -0.5726 5.2080 0.9447 -0.2181
C -1.5090 5.7440 1.8811 -0.5090
H -3.6517 6.1245 1.6622 0.3734
H -2.6124 7.1464 0.6626 0.2632
H -3.1221 4.1600 0.2989 0.2702
H -3.2645 5.4131 -0.9426 -0.0098
H -0.8709 5.7249 -1.0314 0.1902
H -0.9282 3.9895 -0.6782 0.1767
H -1.7536 4.9731 2.6206 0.2836
H -1.0449 6.5841 2.4007 0.2943
C -3.7693 7.0557 -5.1331 -0.5740
C -5.2567 6.8852 -4.8322 -0.5919
C -5.2229 5.9065 -3.6661 -0.5091
O -4.0115 6.1749 -2.9555 -0.2971
C -3.1693 7.0293 -3.7340 -0.4210
H -3.5329 7.9713 -5.6728 0.3485
H -3.4035 6.2095 -5.7183 0.2757
H -5.6890 7.8369 -4.5164 0.2681
H -5.8346 6.5115 -5.6761 0.3314
H -5.2049 4.8697 -4.0181 0.3073
H -6.0644 6.0248 -2.9826 0.2919
H -3.1653 8.0282 -3.2849 0.2748
H -2.1523 6.6358 -3.7108 0.2535
C -5.7009 -5.6477 -0.5641 -0.5548
C -4.7541 -5.4632 -1.7479 -0.5900
C -3.4179 -5.2758 -1.0447 0.0134
O -3.4900 -6.0481 0.1622 -0.4435
C -4.8381 -6.4576 0.3949 -0.5278
H -6.6307 -6.1540 -0.8204 0.3435
H -5.9485 -4.6787 -0.1255 0.2625
H -4.7378 -6.3671 -2.3611 0.2984
H -5.0086 -4.6203 -2.3883 0.3126
H -3.2501 -4.2258 -0.7893 -0.0031
H -2.5703 -5.6238 -1.6367 0.2836
H -4.9238 -7.5311 0.1939 0.2811
H -5.0821 -6.2825 1.4436 0.2732
```

---

Max |F| list, top to bottom, in eV/Å: 2.77 0.57 11.22 0.84
DFT total energy list, top to bottom, in hartree: -2047.69545 -2817.89797 -4484.72428 -2858.90235